Computed, not measured: a molecular structure, C50H67BiCl2N8O2 in a non-equilibrium geometry, with ωB97M-V/def2-TZVPD.

XYZ file:
```
130
Properties=species:S:1:pos:R:3:forces:R:3
Bi 0.15404 -0.12903 -0.21268 -0.71 -0.68 0.53
C -2.39826 4.26282 -4.43395 -0.24 -0.01 0.04
C -3.12629 3.12742 -3.70826 0.29 0.09 -0.02
C -2.17049 2.05879 -3.28174 -0.06 -0.04 0.25
C -1.73411 0.99115 -4.07239 0.40 -0.25 0.21
C -2.22377 0.61320 -5.43452 -0.06 -0.11 0.14
C -3.36159 -0.41363 -5.35161 0.10 0.16 -0.15
C -0.81876 0.26314 -3.28915 -0.64 0.46 -0.50
N -0.71678 0.84784 -2.05345 0.28 0.14 0.09
C -1.53256 1.92429 -2.04281 -0.13 0.32 -0.44
C -1.91480 2.64325 -0.79014 -0.02 -0.23 0.00
C -0.79065 2.97764 0.13402 0.08 0.44 0.18
C -0.67038 4.12126 0.94050 -0.26 -0.16 0.05
C -1.49968 5.36671 0.89668 0.21 0.03 -0.22
C -0.82571 6.44829 0.04795 -0.19 0.00 0.13
C 0.40730 3.88878 1.79936 0.27 -0.38 -0.19
C 0.92582 2.62100 1.45209 -0.44 0.74 0.14
C 2.02637 1.98607 2.04633 0.54 -0.62 -0.13
C 2.62372 0.80886 1.67863 -0.07 0.79 0.74
N 2.24578 -0.00772 0.63512 0.01 -0.28 -0.67
C 3.08735 -1.06857 0.60426 -0.16 0.31 0.05
C 3.04166 -2.11528 -0.30939 0.04 -0.28 -0.17
C 2.20487 -2.19211 -1.41034 0.25 0.30 0.24
N 1.27358 -1.26945 -1.75650 0.33 0.37 0.45
C 0.74864 -1.63524 -2.97376 -0.73 0.22 -0.96
C -0.17463 -0.92186 -3.68301 0.70 -0.66 0.24
C 1.34504 -2.88486 -3.38147 0.24 -0.29 0.28
C 2.23817 -3.23250 -2.40998 -0.44 -0.29 -0.51
C 3.07990 -4.46112 -2.33186 0.12 0.14 -0.09
C 4.48257 -4.23604 -2.89942 -0.09 -0.14 0.08
C 0.96825 -3.64684 -4.61225 0.14 0.10 -0.03
C 1.71811 -3.18320 -5.86346 -0.12 -0.09 0.06
C 4.05055 -0.93995 1.66963 0.18 0.34 0.38
C 3.75963 0.21346 2.34010 0.10 -0.43 -0.03
C 4.44302 0.76488 3.55194 0.04 0.04 -0.17
C 5.53844 1.77412 3.20540 -0.07 -0.10 0.15
C 5.09211 -1.96134 1.99421 -0.24 -0.02 0.07
C 4.46144 -3.14548 2.73198 0.21 0.02 -0.04
N 0.17144 2.08771 0.44156 0.19 0.12 -0.26
C 0.89759 4.77721 2.89973 -0.11 -0.18 0.09
C 0.36053 4.34374 4.27115 0.12 0.16 -0.09
H -3.09365 5.05785 -4.70307 0.02 0.10 -0.06
H -1.92673 3.89221 -5.34253 0.06 -0.01 -0.06
H -1.61632 4.67858 -3.80156 0.05 0.05 0.05
H -3.87160 2.69562 -4.37997 -0.13 0.02 0.05
H -3.65880 3.52889 -2.84438 -0.09 0.01 -0.03
H -1.40764 0.19169 -6.02536 0.00 0.09 -0.09
H -2.58086 1.49993 -5.95984 0.05 0.03 -0.07
H -3.00379 -1.34483 -4.91561 0.01 -0.10 0.05
H -3.76814 -0.62597 -6.33902 -0.04 -0.09 -0.09
H -4.17099 -0.04002 -4.72830 -0.08 0.05 0.10
H -2.40368 3.57730 -1.07861 0.04 -0.10 0.02
H -1.63610 5.74867 1.91150 -0.14 -0.01 0.03
H -2.49110 5.15294 0.49234 -0.03 0.03 0.08
H 0.14207 6.71153 0.47179 0.10 0.02 -0.04
H -1.43888 7.34777 0.00675 -0.01 0.11 -0.06
H -0.66473 6.08500 -0.96510 0.04 0.00 -0.09
H 2.47134 2.51745 2.87641 0.09 -0.04 0.10
H 3.76281 -2.90826 -0.18581 0.02 -0.06 0.02
H -0.43768 -1.29573 -4.66094 -0.04 -0.12 -0.10
H 2.59364 -5.26794 -2.88521 -0.01 -0.02 0.08
H 3.15170 -4.77766 -1.29014 -0.04 -0.09 0.02
H 4.42793 -3.99165 -3.95813 0.04 0.05 -0.09
H 5.08479 -5.13536 -2.78351 0.13 -0.03 -0.02
H 4.97616 -3.41358 -2.38633 0.08 0.07 0.02
H -0.10613 -3.54044 -4.78897 0.01 -0.09 0.06
H 1.17371 -4.70804 -4.45001 -0.10 0.02 0.00
H 1.54210 -2.12737 -6.05367 0.01 0.11 -0.02
H 1.38323 -3.75109 -6.72986 0.02 -0.01 -0.11
H 2.78788 -3.33251 -5.74637 0.13 0.01 0.00
H 4.87727 -0.05832 4.12404 -0.04 0.02 0.02
H 3.70525 1.24915 4.19499 -0.01 -0.07 0.06
H 6.30538 1.30876 2.59203 0.09 -0.01 -0.11
H 6.00461 2.14414 4.11586 0.10 0.09 0.06
H 5.12663 2.62021 2.66096 -0.01 0.07 -0.10
H 5.87245 -1.51445 2.61431 0.04 -0.01 -0.09
H 5.55951 -2.31478 1.07281 0.11 0.04 0.01
H 4.01822 -2.81085 3.66712 -0.08 0.01 0.10
H 5.20645 -3.90445 2.95894 0.07 -0.13 0.04
H 3.67969 -3.59880 2.12769 -0.11 -0.05 -0.02
H 0.58640 5.80511 2.70879 0.08 0.05 -0.02
H 1.99001 4.76885 2.93069 0.00 0.09 -0.02
H -0.72882 4.38729 4.29333 -0.07 -0.03 -0.03
H 0.74262 4.99157 5.06054 0.00 0.00 0.08
H 0.67217 3.32166 4.48545 0.02 -0.08 0.04
N -1.82738 -1.92780 -1.15140 0.17 0.23 -0.05
C -1.52947 -3.34251 -1.16591 0.00 -0.41 0.22
C -2.78036 -4.25490 -1.21851 0.11 0.11 0.02
C -3.85806 -4.03151 -0.14315 0.15 -0.22 0.06
C -3.69167 -4.82478 1.16496 -0.32 0.34 -0.32
N -2.52156 -4.45502 1.93006 0.30 -0.02 -0.10
C -2.37093 -3.35420 2.65006 0.03 -0.20 0.49
N -3.43676 -2.66508 3.10744 -0.06 -0.03 -0.07
N -1.14407 -2.97367 2.99288 0.22 0.17 0.14
C -0.60269 -3.73355 0.01688 -0.36 0.04 -0.57
O -0.52104 -4.94284 0.28741 0.23 -0.64 -0.08
O -0.07561 -2.81334 0.68269 0.38 0.54 -0.11
H -2.50742 -1.68139 -0.44521 -0.14 0.02 -0.03
H -2.12024 -1.57783 -2.05399 -0.13 0.02 -0.05
H -0.94520 -3.54229 -2.07063 -0.04 0.01 0.05
H -2.43591 -5.28827 -1.17791 -0.04 -0.05 -0.11
H -3.25388 -4.08957 -2.19052 0.05 -0.04 0.00
H -4.81605 -4.34900 -0.56293 -0.04 0.13 0.02
H -3.94541 -2.96629 0.09245 -0.15 -0.01 0.01
H -3.58692 -5.88604 0.93047 -0.08 0.06 0.11
H -4.59473 -4.69781 1.77289 0.07 -0.17 -0.03
H -1.64725 -4.85287 1.53012 -0.10 0.11 0.24
H -4.36088 -3.04994 3.03759 0.01 0.01 0.05
H -3.28795 -1.88644 3.72747 -0.03 -0.05 -0.14
H -0.42056 -3.05654 2.22582 -0.26 -0.08 0.25
H -1.06560 -2.12165 3.53014 -0.03 -0.09 0.00
C -2.97561 1.75350 -0.04491 -0.07 0.20 -0.12
C -4.21055 2.53396 0.28519 -0.06 -0.16 0.16
C -5.29027 2.58611 -0.59172 0.06 -0.01 0.02
C -6.41444 3.33239 -0.27892 -0.04 0.00 -0.02
C -6.47301 4.03526 0.91224 -0.09 0.09 0.04
C -5.39408 4.01002 1.77933 -0.02 0.08 0.09
C -4.27367 3.26141 1.46893 0.05 -0.04 0.01
H -3.22838 0.90757 -0.68736 -0.06 -0.02 0.00
H -2.52330 1.36793 0.86902 -0.03 -0.05 0.05
H -5.24844 2.04001 -1.52528 0.02 -0.07 -0.05
H -7.25032 3.36805 -0.96168 -0.07 -0.04 -0.08
H -7.35760 4.59893 1.16833 -0.07 0.09 -0.02
H -5.42473 4.58123 2.69660 -0.02 0.01 0.08
H -3.42596 3.24104 2.14261 0.06 -0.01 0.05
Cl -0.27833 -0.47377 5.73469 -0.06 0.05 0.01
C -1.24618 0.74628 4.89098 0.07 0.04 -0.12
Cl -1.26708 0.42550 3.13358 -0.14 0.19 0.35
H -0.79955 1.72609 5.05300 -0.07 -0.18 -0.08
H -2.26425 0.69897 5.27268 0.15 0.04 -0.12
```
Positions in Å, forces in eV/Å.

As for the orbital gap: 5.100 eV. The value obtained for the HOMO energy is -5.455 eV. As for the total charge: 0. Its energy relative to the best compared isomer or geometry (same formula, charge and spin) is 0.4 kcal/mol. The total energy is -3669.1111 hartree.